(1)
This record from the Open Molecules 2025 dataset describes a cluster of 6 separate species, C6H23NO6 in total at a distorted geometry. The level of theory is wB97M-V/def2-TZVPD.

Structure (ORCA input):
```
! wB97M-V def2-TZVPD RIJCOSX def2/J DEFGRID3
* xyz 0 1
O -3.52 -2.48 2.53
O 2.76 1.30 -0.01
O 0.55 3.01 -0.05
O 2.78 -1.03 1.46
O -1.56 -2.39 0.50
O -0.23 4.55 -2.21
N 0.03 -1.12 -0.54
C 0.60 -2.39 -0.96
C -0.29 -0.23 -1.70
C 0.96 0.18 -2.47
C -1.58 -0.06 1.00
C -0.57 0.39 2.05
C -1.09 -1.29 0.30
H 3.27 2.07 0.30
H 0.69 3.48 -0.88
H -0.79 0.62 -1.30
H 1.51 -0.63 -2.94
H 1.48 -2.21 -1.58
H -1.88 0.77 0.36
H 0.94 -2.99 -0.11
H 1.54 0.73 -1.73
H 2.88 -1.99 1.43
H 3.29 0.63 0.46
H -2.48 -0.34 1.53
H -1.16 4.46 -1.96
H -2.81 -2.24 3.13
H 1.91 -0.99 1.04
H -0.03 -0.40 2.57
H 0.27 0.95 1.63
H 1.14 2.25 0.01
H -0.02 -3.06 -1.56
H 0.73 1.00 -3.15
H -0.06 5.46 -1.93
H -0.92 -0.80 -2.38
H -3.05 -2.77 1.73
H -1.08 0.98 2.81
*
```

Properties
HOMO-LUMO gap = 10.098 eV
relative energy (zero: lowest compared OMol25 entry of this formula, charge and spin) = 81.9 kJ/mol
total energy = -748.60088 Eh
structure (SMILES) = CCC(=O)N(C)CC.O.O.O.O.O
HOMO energy = -9.659 eV


(2)
This record from the Open Molecules 2025 dataset describes the ion C2H6N3O2 with charge +1. The level of theory is wB97M-V/def2-TZVPD.

Structure (ORCA input):
```
! wB97M-V def2-TZVPD RIJCOSX def2/J DEFGRID3
* xyz 1 1
O -1.41 1.55 0.99
O -0.08 1.57 -0.93
N -0.08 0.24 -1.38
N 0.37 0.14 0.74
N 0.43 -1.88 -0.50
C -0.13 1.49 0.49
C 0.25 -0.57 -0.39
H 0.61 -2.44 0.32
H 0.53 2.27 0.89
H -0.03 0.15 -2.39
H -1.77 2.44 0.97
H 0.37 -2.34 -1.39
H 0.32 -0.24 1.67
*
```

Properties
HOMO-LUMO gap = 11.395 eV
relative energy (zero: lowest compared OMol25 entry of this formula, charge and spin) = 0.0 kJ/mol
total energy = -394.28143 Eh
structure (SMILES) = [NH2+]=C1NO[C@@H](O)N1
HOMO energy = -14.615 eV


(3)
This record from the Open Molecules 2025 dataset describes a cluster of 2 separate species, C4H13N2O2 in total at a distorted geometry. The level of theory is wB97M-V/def2-TZVPD.

Structure (ORCA input):
```
! wB97M-V def2-TZVPD RIJCOSX def2/J DEFGRID3
* xyz 0 2
O -0.45 -0.13 -2.14
O 3.08 -2.27 0.06
N 1.51 0.05 0.38
N -1.71 0.37 0.97
C -2.10 0.53 -0.36
C -0.46 0.86 1.61
C 0.67 1.21 0.64
C -1.72 -0.43 -1.40
H 0.25 1.69 -0.26
H 3.75 -2.32 0.75
H -1.37 -1.33 -0.89
H 1.26 2.00 1.10
H 2.26 0.38 -0.20
H -0.56 1.61 2.40
H -2.47 -0.34 -2.18
H -3.08 0.99 -0.47
H -2.45 0.46 1.64
H 3.28 -2.95 -0.60
H 1.01 -0.60 -0.22
H -0.65 0.25 -3.00
H -0.03 0.01 2.16
*
```

Properties
HOMO-LUMO gap (alpha / beta) = 8.164 / 8.874 eV
relative energy (zero: lowest compared OMol25 entry of this formula, charge and spin) = 76.8 kJ/mol
total energy = -420.07979 Eh
<S²> = 0.754
HOMO energy (alpha / beta) = -7.174 / -8.668 eV


(4)
This record from the Open Molecules 2025 dataset describes an isolated molecule of C7H5IO2S at a distorted geometry. The level of theory is wB97M-V/def2-TZVPD.

Structure (ORCA input):
```
! wB97M-V def2-TZVPD RIJCOSX def2/J DEFGRID3
* xyz 0 1
I 2.60 1.61 2.13
S 0.65 2.83 -0.25
O -0.48 2.83 -1.11
O 1.59 3.91 -0.40
C -0.51 -1.62 -1.25
C -0.26 -0.27 1.16
C 1.36 1.19 0.14
C -1.27 -2.00 -0.12
C 0.30 -0.54 -1.17
C -1.15 -1.37 1.14
C 0.52 0.03 0.10
H -0.22 0.26 2.07
H -1.96 -2.79 -0.17
H 0.86 -0.20 -2.12
H -1.52 -1.70 2.05
H -0.51 -2.19 -2.20
*
```

Properties
HOMO-LUMO gap (alpha / beta) = 7.225 / 7.219 eV
relative energy (zero: lowest compared OMol25 entry of this formula, charge and spin) = 0.0 kJ/mol
total energy = -1115.96269 Eh
structure (SMILES) = O=S(=O)=C(I)c1ccccc1
HOMO energy (alpha / beta) = -9.078 / -9.077 eV


(5)
This record from the Open Molecules 2025 dataset describes a cluster of 2 separate species, C15H19BrO8Si in total at a distorted geometry. The level of theory is wB97M-V/def2-TZVPD.

Structure (ORCA input):
```
! wB97M-V def2-TZVPD RIJCOSX def2/J DEFGRID3
* xyz -2 1
Br 1.99 3.74 -2.96
Si 2.25 2.25 -1.27
O -5.11 -5.78 -2.07
O -0.50 0.49 -1.97
O 5.46 2.80 1.27
O 6.38 1.21 2.57
O -6.67 -5.19 2.32
O -3.09 -3.93 -1.67
O -4.84 -3.11 2.61
O -2.21 -0.42 -0.79
C -5.01 -5.22 -0.97
C -4.86 -3.77 1.56
C 5.66 3.20 3.64
C -1.48 -0.47 -1.76
C -3.91 -4.15 -0.74
C -5.88 -5.53 0.12
C -0.90 1.80 -1.59
C -3.93 -3.52 0.50
C 0.99 2.51 0.08
C 5.87 2.30 2.47
C -1.49 -1.53 -2.81
C -0.50 2.14 -0.18
C -5.90 -4.91 1.37
C 4.21 2.19 0.82
C 3.98 2.61 -0.60
H -2.44 -2.05 -2.83
H 6.02 2.71 4.54
H 3.42 2.57 1.47
H -0.55 2.51 -2.33
H -1.11 2.98 0.14
H -0.77 1.31 0.45
H 4.32 1.11 0.92
H 4.13 3.69 -0.64
H -1.99 1.84 -1.63
H 2.22 0.89 -1.84
H 1.07 3.54 0.42
H -6.59 -6.33 -0.09
H 4.72 2.17 -1.26
H 1.34 1.91 0.92
H 4.61 3.45 3.77
H -0.75 -2.27 -2.50
H -1.17 -1.13 -3.76
H 6.22 4.12 3.52
H -3.20 -2.75 0.72
*
```

Properties
HOMO-LUMO gap = 2.701 eV
relative energy (zero: lowest compared OMol25 entry of this formula, charge and spin) = 20.3 kJ/mol
total energy = -4048.45455 Eh
HOMO energy = 0.351 eV


(6)
This record from the Open Molecules 2025 dataset describes a structure of composition C28H35AsN8O4S2Sr. The level of theory is wB97M-V/def2-TZVPD.

Structure (ORCA input):
```
! wB97M-V def2-TZVPD RIJCOSX def2/J DEFGRID3
* xyz 0 1
Sr -0.34 0.05 0.74
As 2.06 0.59 -1.55
S -0.40 3.18 1.07
S 1.78 -1.97 0.39
O 0.88 3.70 0.65
O -2.84 -0.25 -0.47
O -0.34 2.28 2.24
O -1.16 2.50 0.00
N -1.34 -2.44 0.88
N -2.79 0.43 3.98
N -0.17 -0.93 3.42
N -2.82 -3.17 2.59
N -4.38 1.21 0.34
N -0.52 -3.15 2.94
N -2.91 0.03 1.76
N 1.57 -2.53 3.69
C -3.35 0.29 0.51
C 6.01 -0.69 -0.82
C 2.86 2.00 -2.63
C 1.54 -2.52 -4.38
C -1.62 -2.87 2.05
C 3.26 1.80 -3.95
C 0.16 -0.28 -3.52
C -4.40 1.67 2.67
C 1.40 -0.59 -2.96
C -0.38 -1.09 -4.51
C 2.08 -1.71 -3.39
C -4.86 1.88 1.42
C 4.01 4.09 -4.07
C 3.62 -0.37 -0.94
C -3.35 0.71 2.81
C 0.30 -2.13 3.33
C -1.37 4.57 1.55
C 3.84 2.85 -4.66
C 5.81 -1.76 0.05
C 4.91 -0.01 -1.31
C -4.78 1.59 -1.01
C 4.53 -2.13 0.42
C 3.40 -1.44 -0.06
C -2.98 -3.45 4.00
C 3.60 4.29 -2.75
C 0.31 -2.21 -4.95
C -4.03 -3.12 1.79
C 3.02 3.25 -2.04
H 2.00 -3.07 2.94
H -3.80 -3.15 0.73
H 3.72 5.26 -2.29
H -4.62 -2.22 2.00
H -1.92 -0.11 3.95
H -0.39 0.59 -3.18
H -2.73 -4.49 4.25
H 5.06 0.82 -1.99
H -4.03 -3.29 4.27
H 4.15 2.69 -5.69
H -4.27 2.50 -1.31
H -4.51 0.79 -1.68
H 6.65 -2.31 0.44
H 3.13 0.84 -4.42
H 4.37 -2.97 1.08
H -2.35 4.25 1.89
H -5.86 1.74 -1.03
H 3.04 -1.97 -2.95
H -2.16 -2.21 0.33
H 7.01 -0.40 -1.11
H -1.35 -0.84 -4.94
H -0.85 5.09 2.35
H -0.06 -4.03 2.75
H 0.57 -0.29 3.69
H -1.47 5.23 0.69
H -2.37 -2.79 4.61
H -4.65 -4.00 2.02
H 4.46 4.90 -4.62
H -0.11 -2.84 -5.72
H 2.17 -1.75 3.91
H -5.64 2.61 1.21
H -4.80 2.22 3.51
H 2.67 3.42 -1.03
H -2.95 1.04 4.77
H 2.08 -3.40 -4.72
*
```

Properties
HOMO-LUMO gap = 6.851 eV
relative energy (zero: lowest compared OMol25 entry of this formula, charge and spin) = 18.0 kJ/mol
total energy = -4890.07254 Eh
HOMO energy = -6.645 eV


Which of these has the highest relative energy (zero: lowest compared OMol25 entry of this formula, charge and spin)? C6H23NO6


What is the formula in the third record? C4H13N2O2


Copy entry 4 word for word.
This record from the Open Molecules 2025 dataset describes an isolated molecule of C7H5IO2S at a distorted geometry. The level of theory is wB97M-V/def2-TZVPD.

Structure (ORCA input):
```
! wB97M-V def2-TZVPD RIJCOSX def2/J DEFGRID3
* xyz 0 1
I 2.60 1.61 2.13
S 0.65 2.83 -0.25
O -0.48 2.83 -1.11
O 1.59 3.91 -0.40
C -0.51 -1.62 -1.25
C -0.26 -0.27 1.16
C 1.36 1.19 0.14
C -1.27 -2.00 -0.12
C 0.30 -0.54 -1.17
C -1.15 -1.37 1.14
C 0.52 0.03 0.10
H -0.22 0.26 2.07
H -1.96 -2.79 -0.17
H 0.86 -0.20 -2.12
H -1.52 -1.70 2.05
H -0.51 -2.19 -2.20
*
```

Properties
HOMO-LUMO gap (alpha / beta) = 7.225 / 7.219 eV
relative energy (zero: lowest compared OMol25 entry of this formula, charge and spin) = 0.0 kJ/mol
total energy = -1115.96269 Eh
structure (SMILES) = O=S(=O)=C(I)c1ccccc1
HOMO energy (alpha / beta) = -9.078 / -9.077 eV